Record 1
Here is C6H8N4O4 in the gas phase at a distorted geometry from the OMol25 dataset. Energies are from ωB97M-V/def2-TZVPD.

CARTESIAN COORDINATES (ANGSTROEM)
1 C 3.575 -1.274 -0.292
2 C 2.586 -0.312 0.301
3 N 2.978 0.856 0.620
4 O 2.054 1.668 1.218
5 C 1.214 -0.879 0.375
6 O 1.073 -2.240 0.503
7 N 0.238 -0.075 0.433
8 O -1.093 -0.542 0.523
9 N -2.052 0.526 0.196
10 O -1.545 1.588 0.054
11 C -3.307 0.240 0.007
12 C -4.256 1.388 -0.124
13 C -3.976 -1.008 0.362
14 N -4.419 -2.007 0.732
15 H 3.212 -1.573 -1.278
16 H 4.387 -0.697 -0.554
17 H 3.565 -2.105 0.530
18 H 2.193 2.633 1.120
19 H 0.268 -2.626 0.879
20 H -4.484 1.442 -1.139
21 H -5.279 1.261 0.478
22 H -3.828 2.289 0.101

Values from the calculation:
- net charge = 0
- HOMO level (eV) = -9.309
- frontier orbital gap (Ha) = 0.34307
- 2S+1 = 1
- SMILES string = CC(=N/O)/C(O)=N/O/[N+]([O-])=C(/C)C#N

Record 2
Here is a molecular structure, C13H14BeF3IN2 at a distorted geometry from the OMol25 dataset. Energies are from ωB97M-V/def2-TZVPD.

CARTESIAN COORDINATES (ANGSTROEM)
1 C 2.728 -1.512 1.278
2 C 2.788 1.431 1.959
3 H 2.657 -2.386 1.941
4 H 3.747 -1.104 1.243
5 H 2.350 -1.745 0.262
6 H 2.391 2.452 2.017
7 H 3.664 1.302 2.582
8 H 3.019 1.104 0.937
9 C -0.190 -2.665 -0.133
10 C -1.211 -3.554 -0.439
11 C -2.465 -3.037 -0.773
12 C -2.677 -1.658 -0.779
13 H 0.795 -2.986 0.225
14 H -0.974 -4.615 -0.400
15 H -3.256 -3.727 -1.030
16 H -3.636 -1.224 -1.005
17 N -0.401 -1.337 -0.237
18 C -1.634 -0.789 -0.494
19 C -1.681 0.686 -0.416
20 N -0.494 1.273 -0.069
21 C -0.349 2.586 0.197
22 C -2.636 2.902 -0.455
23 C -1.429 3.440 0.000
24 H 0.630 2.907 0.578
25 H -1.270 4.499 0.176
26 C -2.764 1.525 -0.633
27 H -3.672 1.070 -0.987
28 H -3.464 3.574 -0.650
29 Be 0.523 0.001 -0.124
30 I 1.267 -0.103 2.454
31 F 1.750 1.684 -1.754
32 C 1.731 0.328 -1.432
33 F 1.120 -0.292 -2.534
34 F 3.042 -0.031 -1.509

Values from the calculation:
- net charge = 0
- HOMO level (spin up / spin down) (eV) = -5.292 / -6.469
- frontier orbital gap (spin up / spin down) (Ha) = 0.18403 / 0.23161
- 2S+1 = 1

Record 3
Here is a molecular structure, C4H4N2S2 at a distorted geometry from the OMol25 dataset. Energies are from ωB97M-V/def2-TZVPD.

CARTESIAN COORDINATES (ANGSTROEM)
1 C -0.505 0.432 -0.972
2 C 0.258 0.097 0.383
3 C 1.580 -0.535 0.218
4 C -0.525 -0.747 1.356
5 H 0.378 -1.766 -1.427
6 H 0.165 1.277 -1.507
7 H -1.490 0.781 -0.687
8 H -0.893 2.152 0.873
9 N 2.596 -0.947 -0.016
10 N -1.019 -1.312 2.293
11 S -1.083 -0.992 -1.897
12 S 0.537 1.561 1.383

Values from the calculation:
- net charge = 0
- HOMO level (eV) = -10.045
- frontier orbital gap (Ha) = 0.35132
- 2S+1 = 1

Record 4
Here is a molecular structure, C14H25BrF6IN3O4S at a distorted geometry from the OMol25 dataset. Energies are from ωB97M-V/def2-TZVPD.

CARTESIAN COORDINATES (ANGSTROEM)
1 C -3.385 -4.371 1.190
2 C -2.492 -3.788 -0.053
3 O -1.971 -4.719 -0.900
4 N -2.139 -2.355 -0.339
5 C -1.300 -2.163 -1.575
6 C -1.576 -1.621 0.876
7 C -2.815 -0.730 1.457
8 F -2.737 0.605 0.753
9 O -4.170 -1.257 1.085
10 C -5.081 -1.068 2.237
11 N -6.390 -1.781 1.839
12 I -5.601 1.017 2.660
13 N -0.831 -2.477 1.853
14 Br 0.783 -3.175 1.100
15 S -0.270 -1.658 3.277
16 O -1.328 -1.604 4.448
17 O 0.878 -2.571 3.868
18 C 0.488 0.026 3.024
19 F -0.435 1.073 2.512
20 F 0.908 0.507 4.395
21 C 1.837 0.081 2.101
22 F 2.894 -0.892 2.453
23 F 2.445 1.444 2.344
24 F 1.614 0.003 0.640
25 H -4.382 -4.856 0.750
26 H -2.785 -5.276 1.678
27 H -3.587 -3.608 2.058
28 H -0.316 -2.795 -1.624
29 H -1.055 -1.018 -1.728
30 H -1.984 -2.462 -2.505
31 H -0.788 -0.843 0.428
32 H -2.847 -0.569 2.610
33 H -4.693 -1.649 3.193
34 H -6.675 -1.338 0.914
35 H -6.058 -2.769 1.627
36 C 4.421 3.637 -4.488
37 C 4.454 3.886 -2.988
38 C 4.389 2.600 -2.160
39 C 3.109 1.774 -2.330
40 C 1.805 2.510 -2.010
41 C 1.712 2.967 -0.563
42 H 3.486 3.163 -4.799
43 H 4.508 4.585 -5.029
44 H 5.253 2.996 -4.795
45 H 3.640 4.564 -2.710
46 H 5.387 4.410 -2.744
47 H 4.520 2.858 -1.102
48 H 5.246 1.967 -2.421
49 H 3.183 0.888 -1.686
50 H 3.054 1.393 -3.357
51 H 0.967 1.834 -2.215
52 H 1.677 3.369 -2.676
53 H 1.794 2.116 0.122
54 H 0.746 3.452 -0.383
55 H 2.496 3.688 -0.314

Values from the calculation:
- net charge = 0
- HOMO level (eV) = -9.954
- frontier orbital gap (Ha) = 0.29750
- 2S+1 = 1

| no. | molar mass (g mol⁻¹) |
| --- | --- |
| 1 | 200.2 |
| 2 | 391.2 |
| 3 | 144.2 |
| 4 | 652.2 |